Below is 2 unconnected molecules or ions with the total composition C7H9N2O3, with properties calculated with ωB97M-V/def2-TZVPD.

Each line ends with the Löwdin charge.
Atoms and positions in Å:
C -1.615 2.317 -1.515  -0.03
C -2.535 1.771 -0.629  0.03
C -0.553 0.767 -0.414  -0.20
C 0.475 -0.100 0.008  0.01
C 0.212 -1.323 0.555  -0.10
C 2.175 3.773 1.569  -0.44
C 1.311 -2.217 0.937  -0.05
N -0.443 1.669 -1.378  0.15
N -1.865 0.805 -0.008  -0.06
O 1.923 3.322 0.552  0.20
O 2.518 4.256 2.541  0.26
O -2.483 -0.054 0.848  0.13
H -1.939 2.950 -2.375  0.16
H -3.513 1.995 -0.326  0.14
H 1.410 0.181 -0.260  0.10
H -0.728 -1.674 0.596  0.07
H 1.052 -2.825 1.809  0.10
H 2.168 -1.427 1.241  0.15
H 1.672 -2.701 0.091  0.07
H 0.481 1.918 -1.843  0.23
H -1.754 -0.542 1.247  0.10

Summary:
Charge: +1
Energy relative to the best compared isomer or geometry (same formula, charge and spin) in kcal per mole: 9.92
E_tot in hartree: -607.059261
Strongest force on any atom in eV/A: 4.6
Lowest unoccupied orbital energy in eV: -3.98
HOMO level in eV: -13.013
HOMO-LUMO gap in eV: 9.03

***

Below is 2 unconnected molecules or ions with the total composition C8H16NO3, with properties calculated with ωB97M-V/def2-TZVPD.

Each line ends with the Löwdin charge.
Atoms and positions in Å:
C 3.350 0.886 -2.353  0.04
C 1.650 -0.963 -0.355  0.06
C 0.584 -1.636 0.118  -0.17
C 2.912 1.575 -1.334  -0.11
C -1.484 -1.034 1.425  -0.10
C -0.760 0.362 -0.440  -0.11
C -0.720 -0.458 2.559  -0.23
C -2.090 0.723 -1.168  -0.21
N -0.778 -0.991 0.081  -0.09
O 2.813 2.671 -0.656  0.19
O -0.878 0.966 2.590  -0.05
O -2.557 -0.300 -1.986  -0.05
H 4.406 1.139 -2.820  0.14
H 2.891 0.028 -2.795  0.06
H 2.598 -1.547 -0.396  0.05
H 0.723 -2.643 0.501  0.12
H -2.489 -0.788 1.340  0.12
H -1.666 -1.978 1.900  0.13
H -0.508 1.006 0.446  0.15
H 0.094 0.316 -1.098  0.08
H -1.072 -0.947 3.489  0.14
H 0.347 -0.701 2.474  0.13
H -2.740 1.014 -0.432  0.09
H -1.788 1.519 -1.868  0.14
H -1.262 -1.614 -0.577  0.18
H 2.957 2.533 0.228  0.10
H -1.093 0.954 3.519  0.08
H -3.439 -0.091 -2.393  0.14

Summary:
Charge: +1
Energy relative to the best compared isomer or geometry (same formula, charge and spin) in kcal per mole: 175.76
E_tot in hartree: -594.358866
Strongest force on any atom in eV/A: 4.4
Lowest unoccupied orbital energy (spin up / spin down) in eV: -4.74 / -3.61
HOMO level (spin up / spin down) in eV: -10.865 / -12.342
HOMO-LUMO gap (spin up / spin down) in eV: 6.12 / 8.73

***

Below is a molecular structure, C12H8Cl5F3IrN2Se, with properties calculated with ωB97M-V/def2-TZVPD.

Each line ends with the Mulliken spin population.
Atoms and positions in Å:
Ir 0.167 -0.766 -0.322  2.56
Cl -0.441 -3.029 -1.588  0.11
C 1.214 -2.720 -2.040  -0.04
C 1.705 -1.521 -1.542  0.20
C 3.017 -1.190 -1.832  0.18
Cl 3.637 0.301 -1.242  0.01
C 3.819 -2.047 -2.589  -0.03
Cl 5.439 -1.629 -2.929  0.00
C 3.286 -3.250 -3.073  0.07
Cl 4.256 -4.297 -4.006  0.01
C 1.955 -3.600 -2.800  -0.04
Cl 1.278 -5.054 -3.392  0.00
F -1.199 -0.588 2.195  0.03
C 0.099 -0.850 1.830  0.34
F 0.421 -2.017 2.380  0.02
F 0.850 0.090 2.440  0.03
C -3.914 0.759 0.550  0.01
N -2.837 1.567 1.098  0.02
C -2.834 2.201 2.311  0.01
C -1.624 2.797 2.450  0.01
N -0.903 2.520 1.319  0.02
C 0.456 2.966 1.044  0.01
C -1.651 1.762 0.502  0.01
Se -1.134 1.137 -1.203  0.46
H -4.737 0.739 1.258  0.00
H -3.565 -0.259 0.384  -0.01
H -4.260 1.177 -0.393  0.00
H -3.671 2.180 2.987  0.00
H -1.230 3.381 3.262  0.00
H 0.841 3.470 1.925  0.00
H 0.466 3.654 0.201  0.00
H 1.093 2.114 0.817  -0.01

Summary:
Charge: +1
Energy relative to the best compared isomer or geometry (same formula, charge and spin) in kcal per mole: 0.00
E_tot in hartree: -5677.566369
Spin multiplicity: 5
Expectation value of S²: 6.016
Strongest force on any atom in eV/A: 0.9
Lowest unoccupied orbital energy (spin up / spin down) in eV: -2.58 / -6.26
HOMO level (spin up / spin down) in eV: -11.493 / -11.950
HOMO-LUMO gap (spin up / spin down) in eV: 8.92 / 5.69